(1)
Formula: C28H45BCl2N7O3OsPSTe
Source: OMol25
Level of theory: wB97M-V/def2-TZVPD

Values from the calculation:
LUMO energy (spin up / spin down), Ha: -0.21193 / -0.26567
Net charge: +2
Multiplicity: 5
Electronic energy, Ha: -3746.0802
Orbital gap (spin up / spin down), eV: 7.835 / 6.437

Each line ends with the Mulliken spin population.
Geometry (Å):
Os1 -0.19 0.06 -0.11  2.59
C1 -2.54 4.60 0.32  0.00
C2 -1.13 4.01 0.18  -0.05
C3 -0.10 5.12 -0.03  -0.01
C4 -0.78 3.17 1.38  0.00
C5 -0.59 3.67 2.67  0.01
C6 -0.35 2.56 3.45  0.01
N1 -0.39 1.48 2.67  -0.04
N2 -0.68 1.83 1.38  0.25
B1 -0.22 0.01 3.03  -0.06
N3 1.11 -0.53 2.41  0.03
C7 2.18 -0.96 3.05  0.03
C8 3.02 -1.60 2.15  0.01
C9 2.38 -1.53 0.93  0.04
N4 1.21 -0.85 1.08  -0.03
C10 2.86 -2.25 -0.31  -0.02
C11 1.75 -2.85 -1.16  -0.01
C12 3.83 -1.36 -1.10  0.00
N5 -1.37 -0.82 2.41  -0.04
C13 -2.27 -1.56 3.05  0.03
C14 -2.94 -2.34 2.12  -0.01
C15 -2.39 -2.04 0.88  -0.05
N6 -1.45 -1.07 1.07  0.19
C16 -2.62 -2.83 -0.39  0.03
C17 -2.95 -2.03 -1.65  -0.01
C18 -3.70 -3.89 -0.16  0.00
H1 -2.83 5.13 -0.59  0.00
H2 -2.57 5.32 1.15  0.00
H3 -3.28 3.83 0.53  0.00
H4 -1.11 3.36 -0.70  0.02
H5 -0.09 5.81 0.82  0.00
H6 -0.34 5.70 -0.92  0.00
H7 0.90 4.71 -0.15  0.00
H8 -0.61 4.70 2.99  0.00
H9 -0.15 2.46 4.51  0.00
H10 -0.19 -0.14 4.22  0.00
H11 2.28 -0.81 4.12  0.00
H12 3.96 -2.08 2.36  0.00
H13 3.44 -3.08 0.09  0.00
H14 1.12 -2.10 -1.63  0.04
H15 1.12 -3.52 -0.57  0.01
H16 2.19 -3.44 -1.97  0.00
H17 3.33 -0.46 -1.44  0.00
H18 4.21 -1.91 -1.96  0.00
H19 4.68 -1.07 -0.48  0.00
H20 -2.36 -1.51 4.12  0.00
H21 -3.71 -3.06 2.33  0.00
H22 -1.67 -3.36 -0.57  0.00
H23 -3.85 -1.42 -1.50  0.00
H24 -3.15 -2.72 -2.47  0.00
H25 -2.14 -1.39 -1.97  0.01
H26 -4.67 -3.43 0.05  0.00
H27 -3.46 -4.57 0.65  0.00
H28 -3.81 -4.49 -1.07  0.00
C19 -0.32 -1.18 -6.31  0.00
C20 0.12 0.11 -5.66  0.00
O1 0.30 -0.15 -4.23  0.02
P1 1.01 0.85 -3.26  0.02
O2 0.94 0.15 -1.90  -0.23
Te1 0.08 3.10 -3.40  0.95
O3 2.46 1.09 -3.77  0.05
C21 3.35 -0.02 -4.18  0.00
C22 4.76 0.42 -3.96  0.00
H29 -0.53 -1.01 -7.36  0.00
H30 -1.22 -1.56 -5.83  0.00
H31 0.46 -1.94 -6.23  0.00
H32 -0.62 0.90 -5.77  0.00
H33 1.06 0.47 -6.08  0.00
H34 3.14 -0.21 -5.23  0.00
H35 3.09 -0.90 -3.61  0.00
H36 4.95 1.38 -4.45  0.00
H37 5.44 -0.32 -4.39  0.00
H38 4.98 0.53 -2.90  0.00
Cl1 2.20 2.23 -0.17  0.02
C23 3.25 3.08 1.01  0.00
Cl2 3.11 2.46 2.64  0.00
H39 2.96 4.12 1.00  0.00
H40 4.26 2.94 0.66  0.00
S1 -1.66 1.05 -1.66  0.09
C24 -3.35 1.09 -1.26  0.02
N7 -4.21 1.25 -2.27  0.02
C25 -5.56 1.29 -2.12  0.00
C26 -6.10 1.15 -0.88  0.02
C27 -5.24 0.99 0.21  -0.01
C28 -3.87 0.97 0.02  0.03
H41 -3.82 1.35 -3.20  0.00
H42 -6.14 1.42 -3.03  0.00
H43 -7.17 1.17 -0.75  0.00
H44 -5.64 0.90 1.21  0.00
H45 -3.18 0.85 0.85  0.02

(2)
Formula: C28H46BN6NiO
Source: OMol25
Level of theory: wB97M-V/def2-TZVPD

Values from the calculation:
LUMO energy (spin up / spin down), Ha: -0.07923 / -0.11290
Net charge: +1
Multiplicity: 3
ΔE to the lowest compared entry with this formula, charge and spin, eV: 3.770
Electronic energy, Ha: -3031.2685
Orbital gap (spin up / spin down), eV: 8.144 / 8.225

Each line ends with the Mulliken spin population.
Geometry (Å):
Ni1 0.14 0.23 0.54  1.22
C1 -1.92 -1.86 3.40  0.00
C2 -1.68 -0.47 2.80  0.01
C3 -2.03 0.63 3.80  0.00
C4 -2.44 -0.31 1.52  -0.01
C5 -3.81 -0.24 1.28  0.01
C6 -3.95 -0.07 -0.09  0.00
C7 -5.32 -0.03 -0.71  0.00
C8 -5.94 -1.44 -0.71  0.00
C9 -5.48 0.63 -2.08  0.00
N1 -2.70 -0.04 -0.63  0.00
N2 -1.79 -0.20 0.36  0.02
B1 -2.18 0.21 -2.09  0.00
N3 -1.30 1.49 -2.09  0.01
N4 -0.33 1.54 -1.13  0.05
C10 0.27 2.75 -1.19  -0.03
C11 -0.31 3.46 -2.22  0.00
C12 -1.28 2.63 -2.79  0.00
C13 -2.03 2.93 -4.05  0.00
C14 -3.54 3.08 -3.85  0.00
C15 -1.72 1.88 -5.13  0.00
C16 1.38 3.16 -0.27  0.00
C17 1.60 2.19 0.90  -0.01
C18 1.10 4.57 0.27  0.00
N5 -1.18 -0.93 -2.46  0.03
N6 -0.03 -1.04 -1.73  0.07
C19 0.51 -2.28 -1.94  -0.01
C20 -0.33 -2.93 -2.84  0.00
C21 -1.37 -2.07 -3.13  0.00
C22 -2.49 -2.25 -4.11  0.00
C23 -3.76 -2.76 -3.42  0.00
C24 -2.07 -3.18 -5.25  0.00
C25 1.74 -2.87 -1.30  -0.02
C26 2.28 -2.17 -0.04  0.04
C27 1.44 -4.33 -0.95  0.00
H1 -1.32 -2.00 4.30  0.00
H2 -1.68 -2.65 2.69  0.00
H3 -2.97 -1.96 3.68  0.00
H4 -0.60 -0.39 2.55  0.02
H5 -3.07 0.54 4.09  0.00
H6 -1.86 1.62 3.38  0.00
H7 -1.42 0.52 4.70  0.00
H8 -4.61 -0.29 2.00  0.00
H9 -5.91 0.57 -0.01  0.00
H10 -5.37 -2.11 -1.35  0.00
H11 -6.96 -1.39 -1.08  0.00
H12 -5.96 -1.85 0.30  0.00
H13 -5.09 0.02 -2.88  0.00
H14 -5.00 1.61 -2.10  0.00
H15 -6.55 0.79 -2.27  0.00
H16 -3.06 0.26 -2.86  0.00
H17 -0.06 4.46 -2.55  0.00
H18 -1.64 3.89 -4.39  0.00
H19 -4.01 2.11 -3.70  0.00
H20 -3.99 3.53 -4.74  0.00
H21 -3.76 3.73 -3.00  0.00
H22 -2.15 0.91 -4.85  0.00
H23 -0.65 1.76 -5.27  0.00
H24 -2.16 2.19 -6.08  0.00
H25 2.30 3.20 -0.86  0.00
H26 0.64 1.97 1.41  0.00
H27 2.23 2.65 1.65  0.01
H28 2.12 1.29 0.56  0.02
H29 0.17 4.59 0.83  0.00
H30 1.03 5.29 -0.54  0.00
H31 1.91 4.88 0.93  0.00
H32 -0.19 -3.92 -3.22  0.00
H33 -2.71 -1.26 -4.53  0.00
H34 -3.59 -3.75 -2.98  0.00
H35 -4.58 -2.84 -4.13  0.00
H36 -4.06 -2.07 -2.63  0.00
H37 -1.96 -4.21 -4.90  0.00
H38 -1.13 -2.86 -5.69  0.00
H39 -2.83 -3.17 -6.03  0.00
H40 2.53 -2.85 -2.05  0.00
H41 1.47 -1.94 0.66  -0.02
H42 2.85 -1.28 -0.29  -0.01
H43 2.95 -2.86 0.48  0.00
H44 0.64 -4.40 -0.21  0.00
H45 2.33 -4.80 -0.54  0.00
H46 1.14 -4.90 -1.83  0.00
O1 1.66 0.46 -2.29  0.20
C28 0.84 0.17 -1.45  0.40